1.
Density functional theory data (ωB97M-V with the def2-TZVPD basis set) for a structure of composition C29H34I2NO9PbSSi at a distorted geometry.

```
! RIJCOSX wB97M-V def2-TZVPD def2/J DEFGRID3
* xyz -1 1
Pb 15.44 13.23 10.32
O 12.42 10.63 9.98
S 12.81 11.97 10.14
O 11.77 12.98 10.11
O 13.71 12.23 11.35
O 13.90 12.33 9.08
O 18.60 19.45 9.65
C 17.68 19.23 10.61
O 17.85 19.61 11.74
C 16.42 18.59 10.10
N 16.73 17.94 8.81
C 15.62 18.15 7.86
C 14.56 18.94 8.64
C 15.33 19.60 9.84
H 16.14 17.92 10.92
H 16.93 16.98 9.02
H 18.15 19.06 8.89
H 15.20 17.11 7.58
H 15.99 18.73 7.05
H 13.82 18.19 8.95
H 14.11 19.67 8.02
H 14.70 19.75 10.68
H 15.74 20.52 9.40
C 15.69 9.43 12.00
C 16.89 9.86 12.85
C 17.76 8.65 13.28
C 16.39 10.45 14.15
Si 17.86 11.25 11.93
O 16.79 12.42 11.65
C 19.06 12.10 13.01
C 19.03 13.49 13.34
C 20.05 14.13 13.98
C 21.16 13.40 14.43
C 21.14 12.03 14.18
C 20.13 11.38 13.49
C 18.88 10.84 10.40
C 19.86 11.71 9.93
C 20.77 11.30 9.03
C 20.74 10.01 8.48
C 19.77 9.14 8.95
C 18.80 9.57 9.86
H 15.19 8.54 12.34
H 15.90 9.34 10.92
H 14.81 10.14 12.09
H 17.14 7.92 13.82
H 18.54 8.88 13.96
H 18.11 8.12 12.40
H 16.03 9.78 14.92
H 15.63 11.27 13.98
H 17.23 10.96 14.71
H 18.14 14.06 13.04
H 19.94 15.18 14.29
H 21.98 13.86 14.87
H 21.97 11.43 14.60
H 20.17 10.36 13.30
H 19.86 12.70 10.37
H 21.56 11.95 8.61
H 21.48 9.71 7.82
H 19.77 8.04 8.71
H 18.11 8.85 10.22
I 16.90 13.94 8.05
C 14.96 15.24 11.22
H 15.62 15.87 10.71
H 15.18 15.21 12.25
I 7.45 18.02 9.20
C 9.29 17.12 9.35
C 10.01 16.85 8.18
C 11.22 16.27 8.27
C 11.77 15.94 9.55
C 10.95 16.05 10.65
C 9.71 16.69 10.56
C 13.23 15.61 9.70
O 14.04 15.69 8.83
O 13.58 15.36 10.97
H 9.66 17.41 7.27
H 11.86 16.13 7.39
H 11.38 15.70 11.57
H 9.04 16.74 11.38
*
```

Results
energy above the lowest of the compared OMol25 structures with the same formula, charge and spin	231.2	kJ/mol
calculated total energy	-90708.116	eV
F_max	3.48	eV/A
HOMO-LUMO gap	0.29499	Eh
LUMO energy	1.348	eV
highest occupied orbital energy	-6.68	eV


2.
Density functional theory data (ωB97M-V with the def2-TZVPD basis set) for a structure of composition C29H34N11O2SiTi.

```
! RIJCOSX wB97M-V def2-TZVPD def2/J DEFGRID3
* xyz 3 1
Ti 0.29 -0.22 -0.38
N -2.21 -0.61 3.19
C -1.56 -0.13 2.15
N -1.09 -0.88 1.17
C -1.33 -2.25 1.19
N -0.98 -2.97 0.17
N -0.51 -2.14 -0.83
C -0.56 -2.57 -2.03
C -0.34 -1.57 -3.07
C -0.44 -1.85 -4.42
C -0.40 -0.79 -5.32
C -0.29 0.50 -4.83
C -0.19 0.69 -3.45
N -0.18 -0.32 -2.59
C -2.00 -2.83 2.34
C -2.25 -4.20 2.45
C -2.91 -4.69 3.56
C -3.35 -3.82 4.56
C -3.12 -2.46 4.46
C -2.45 -1.98 3.35
H -2.55 0.04 3.88
H -1.40 0.94 2.09
H -0.86 -3.58 -2.25
H -0.58 -2.87 -4.75
H -0.49 -0.97 -6.38
H -0.31 1.35 -5.49
H -0.13 1.68 -3.03
H -1.93 -4.87 1.66
H -3.11 -5.75 3.64
H -3.87 -4.21 5.42
H -3.47 -1.78 5.23
C 3.30 0.85 3.18
N 2.88 -0.48 2.72
C 3.46 -1.62 3.22
C 3.11 -2.84 2.79
C 2.08 -2.93 1.80
N 1.55 -1.81 1.30
C 1.95 -0.62 1.74
O 1.43 0.41 1.20
N 1.64 -4.09 1.36
H 3.65 0.77 4.20
H 2.45 1.52 3.14
H 4.10 1.23 2.54
H 4.21 -1.46 3.99
H 3.57 -3.73 3.21
H 2.00 -4.96 1.73
H 0.83 -4.12 0.75
C -2.08 5.17 -0.86
Si -3.10 3.63 -0.63
C -4.04 3.63 0.97
C -4.16 3.25 -2.11
C -1.84 2.23 -0.50
C -1.01 1.33 -0.42
H -2.74 6.05 -0.89
H -1.53 5.16 -1.80
H -1.38 5.33 -0.04
H -4.81 4.40 0.95
H -3.39 3.84 1.82
H -4.54 2.67 1.14
H -4.88 4.05 -2.26
H -4.72 2.32 -1.97
H -3.56 3.16 -3.02
C 4.65 -0.58 -2.47
N 3.74 0.54 -2.15
C 4.09 1.84 -2.41
C 3.29 2.88 -2.11
C 2.02 2.59 -1.51
N 1.69 1.31 -1.28
C 2.54 0.32 -1.57
O 2.12 -0.83 -1.24
N 1.15 3.54 -1.20
H 5.14 -0.36 -3.41
H 4.06 -1.49 -2.56
H 5.39 -0.69 -1.68
H 5.06 1.97 -2.87
H 3.59 3.89 -2.32
H 1.36 4.51 -1.36
H 0.26 3.28 -0.80
*
```

Results
energy above the lowest of the compared OMol25 structures with the same formula, charge and spin	0.0	kJ/mol
calculated total energy	-82086.416	eV
F_max	0.13	eV/A
HOMO-LUMO gap	0.25593	Eh
LUMO energy	-9.259	eV
highest occupied orbital energy	-16.22	eV


3.
Density functional theory data (ωB97M-V with the def2-TZVPD basis set) for a structure of composition C29H35AgFN4O6 at a distorted geometry.

```
! RIJCOSX wB97M-V def2-TZVPD def2/J DEFGRID3
* xyz 1 1
C -0.57 -2.24 -7.23
C -1.29 -1.32 -8.16
H -1.11 -3.19 -7.17
H 0.40 -2.50 -7.67
C -1.53 -0.02 -7.85
C -1.02 0.60 -6.59
H -1.85 0.74 -5.89
H -0.65 1.60 -6.81
C -1.73 -1.95 -9.44
H -1.35 -2.96 -9.53
H -1.43 -1.39 -10.32
H -2.82 -2.03 -9.47
C -2.30 0.90 -8.73
H -3.26 0.50 -9.04
H -1.73 1.13 -9.64
H -2.47 1.86 -8.23
Ag -0.07 0.20 -1.56
O -0.12 -0.26 -3.55
C 0.39 0.28 -4.54
O 1.23 1.65 -2.10
C 1.66 1.91 -3.22
O 2.55 2.86 -3.42
N 1.30 1.31 -4.43
C 2.98 2.86 -4.81
C 1.95 2.01 -5.54
H 3.98 2.44 -4.84
H 3.01 3.90 -5.14
H 2.41 1.32 -6.23
H 1.22 2.62 -6.08
C 0.08 -0.22 -5.92
C -0.37 -1.69 -5.83
H 0.97 -0.18 -6.54
H -1.31 -1.72 -5.27
H 0.34 -2.30 -5.28
F -1.18 3.30 4.30
C -0.79 2.01 4.18
C -0.70 1.48 2.88
C -0.22 0.17 2.66
C -0.03 -0.31 1.34
O -0.32 0.42 0.39
C 0.54 -1.60 1.17
C 0.79 -2.38 2.31
N 0.58 -1.93 3.58
C 0.84 -2.78 4.78
C 1.26 -4.26 4.59
C 2.30 -3.18 4.86
C 0.12 -0.64 3.77
C 0.03 -0.08 5.07
C -0.40 1.24 5.29
N -0.37 1.79 6.63
C 0.65 1.39 7.60
C -0.04 0.84 8.84
N -0.98 1.84 9.38
C -1.99 2.21 8.38
C -1.33 2.77 7.11
C 0.93 -2.18 -0.14
O 1.51 -3.36 -0.18
O 0.80 -1.54 -1.27
H -0.97 2.12 2.05
H 1.21 -3.36 2.15
H -0.01 -2.88 5.49
H 1.07 -4.83 5.52
H 0.64 -4.60 3.74
H 2.93 -3.01 3.96
H 2.71 -3.22 5.89
H 0.30 -0.67 5.93
H 1.24 2.29 7.88
H 1.38 0.66 7.19
H -0.58 -0.10 8.58
H 0.73 0.59 9.61
H -1.45 1.43 10.22
H -0.45 2.69 9.68
H -2.68 2.96 8.81
H -2.59 1.31 8.11
H -0.80 3.71 7.36
H -2.13 2.98 6.37
*
```

Results
calculated total energy	-55592.442	eV
F_max	6.35	eV/A
HOMO-LUMO gap	0.15547	Eh
LUMO energy	-3.316	eV
highest occupied orbital energy	-7.55	eV